[1]
{"formula": "C20H28N2O9S2", "method": "the ωB97M-V functional and the def2-TZVPD basis", "elements": ["O", "S", "O", "C", "C", "C", "C", "O", "C", "C", "C", "C", "S", "O", "O", "N", "C", "C", "O", "C", "C", "O", "C", "C", "C", "C", "N", "C", "C", "O", "C", "C", "O", "H", "H", "H", "H", "H", "H", "H", "H", "H", "H", "H", "H", "H", "H", "H", "H", "H", "H", "H", "H", "H", "H", "H", "H", "H", "H", "H", "H"], "xyz": [[5.321, -0.424, 2.182], [5.360, 0.405, 1.003], [5.772, 1.769, 1.193], [3.758, 0.339, 0.220], [2.750, -0.410, 0.797], [1.504, -0.460, 0.201], [1.277, 0.252, -0.976], [0.097, 0.205, -1.660], [-1.096, 0.051, -1.012], [-2.105, -0.618, -1.705], [-3.359, -0.757, -1.142], [-3.600, -0.224, 0.113], [-5.213, -0.401, 0.865], [-5.195, 0.363, 2.088], [-5.570, -1.789, 0.953], [-6.208, 0.304, -0.268], [-6.181, 1.746, -0.277], [-7.284, 2.397, 0.589], [-7.602, 1.658, 1.732], [-7.410, -0.406, -0.660], [-7.165, -1.252, -1.912], [-6.105, -2.160, -1.759], [-2.611, 0.454, 0.801], [-1.354, 0.598, 0.243], [2.309, 0.989, -1.559], [3.552, 1.033, -0.960], [6.359, -0.232, -0.153], [7.632, 0.408, -0.400], [7.538, 1.371, -1.592], [6.483, 2.287, -1.454], [6.109, -1.570, -0.633], [6.609, -2.680, 0.312], [5.699, -2.985, 1.328], [2.956, -0.951, 1.707], [0.716, -1.057, 0.634], [-1.886, -1.021, -2.681], [-4.146, -1.282, -1.660], [-5.198, 2.023, 0.110], [-6.261, 2.106, -1.308], [-8.216, 2.482, 0.021], [-6.955, 3.414, 0.853], [-6.782, 1.332, 2.142], [-7.712, -1.061, 0.163], [-8.215, 0.306, -0.845], [-6.905, -0.610, -2.761], [-8.094, -1.791, -2.153], [-6.042, -2.408, -0.822], [-2.840, 0.864, 1.772], [-0.583, 1.141, 0.768], [2.114, 1.515, -2.480], [4.361, 1.599, -1.396], [7.897, 0.977, 0.495], [8.404, -0.343, -0.580], [7.348, 0.817, -2.517], [8.497, 1.901, -1.692], [6.359, 2.472, -0.508], [6.582, -1.670, -1.613], [5.028, -1.682, -0.758], [6.739, -3.605, -0.258], [7.584, -2.386, 0.728], [5.545, -2.179, 1.855]], "atomic_forces_ev_per_a": [[-0.238, 0.038, 0.013], [0.115, -0.356, -0.695], [0.008, 0.230, -0.016], [0.494, -0.102, 0.395], [0.073, -0.006, 0.086], [-0.187, 0.026, -0.214], [0.530, -0.054, 0.287], [0.013, 0.021, -0.210], [-0.545, 0.001, 0.291], [0.250, 0.079, 0.107], [0.085, -0.070, -0.118], [-0.459, 0.077, 0.421], [0.174, 0.379, -0.706], [0.217, 0.079, -0.016], [-0.066, -0.173, -0.089], [0.638, -0.552, 0.720], [-0.041, 0.474, 0.207], [0.093, 0.151, -0.213], [0.014, -0.215, 0.308], [-0.008, -0.736, -0.251], [-0.448, 0.194, -0.007], [0.159, -0.281, 0.180], [-0.073, -0.006, 0.117], [0.197, 0.004, -0.232], [-0.232, -0.085, 0.078], [-0.093, 0.082, -0.104], [-0.791, 0.459, 0.731], [0.109, 0.709, -0.146], [0.370, -0.212, 0.032], [-0.167, 0.288, 0.164], [-0.045, -0.675, 0.237], [0.065, 0.092, -0.410], [-0.310, 0.053, 0.393], [-0.051, -0.101, 0.087], [-0.024, -0.035, 0.043], [0.016, -0.057, -0.110], [-0.068, -0.036, -0.124], [-0.050, 0.254, -0.165], [0.090, 0.016, 0.069], [0.116, 0.063, -0.012], [-0.070, -0.080, -0.173], [-0.201, 0.113, -0.019], [-0.224, 0.115, -0.134], [0.043, 0.036, 0.097], [-0.097, 0.005, 0.055], [0.058, 0.154, -0.029], [-0.008, -0.059, -0.207], [0.050, 0.088, 0.099], [0.022, 0.030, 0.046], [-0.015, 0.072, -0.100], [0.074, 0.060, -0.123], [0.255, -0.077, -0.135], [-0.070, -0.006, 0.097], [0.096, -0.010, 0.053], [-0.055, -0.160, -0.045], [0.019, 0.063, -0.201], [-0.053, 0.082, -0.008], [0.073, -0.185, -0.155], [0.080, 0.111, -0.013], [-0.001, -0.054, -0.111], [0.098, -0.316, -0.120]], "mulliken_charge": [-0.824, 1.341, -0.812, -0.200, -0.468, -0.248, 0.438, -0.458, 0.432, -1.378, -0.355, -0.131, 1.461, -0.829, -0.830, 0.434, -0.826, -0.480, -0.525, -0.899, -0.538, -0.523, -0.486, -0.170, -1.377, -0.132, 0.426, -1.064, -0.475, -0.517, -0.809, -0.428, -0.550, 0.508, 0.559, 0.463, 0.677, 0.340, 0.367, 0.349, 0.323, 0.405, 0.410, 0.446, 0.296, 0.357, 0.356, 0.531, 0.556, 0.463, 0.727, 0.416, 0.467, 0.303, 0.363, 0.340, 0.399, 0.337, 0.386, 0.255, 0.401], "e_homo_ev": -9.2, "de_lowest_kcal_mol": 0.0, "smiles": "O=S(=O)(c1ccc(Oc2ccc(S(=O)(=O)N(CCO)CCO)cc2)cc1)N(CCO)CCO", "lumo_energy_ev": 0.14, "fmax_ev_per_a": 1.17, "charge": 0}

***

[2]
{"formula": "C2H4S2", "method": "the ωB97M-V functional and the def2-TZVPD basis", "elements": ["C", "C", "S", "H", "H", "S", "H", "H"], "xyz": [[-1.538, -0.627, 1.847], [-0.537, -0.211, 1.156], [0.701, 0.403, 0.407], [-2.245, -1.188, 1.363], [-1.903, -0.219, 2.795], [2.035, 0.207, -2.999], [1.891, 0.126, -1.663], [1.596, 1.509, -2.907]], "atomic_forces_ev_per_a": [[-0.120, 1.103, 1.311], [1.544, 1.141, -0.153], [-0.750, -0.455, 0.502], [-1.561, -1.686, -1.183], [0.754, -0.047, -0.213], [-0.360, 1.059, 0.404], [0.199, -0.304, -0.353], [0.294, -0.811, -0.316]], "mulliken_charge": [-0.434, 0.262, -0.295, 0.261, 0.266, -0.229, 0.016, 0.152], "e_homo_ev": -9.0, "de_lowest_kcal_mol": 35.1, "smiles": "C=C=S.S", "lumo_energy_ev": -0.38, "fmax_ev_per_a": 2.58, "charge": 0}

***

Q: Which formula does entry 2 have?
A: C2H4S2

***

What did the second record say?
{"formula": "C2H4S2", "method": "the ωB97M-V functional and the def2-TZVPD basis", "elements": ["C", "C", "S", "H", "H", "S", "H", "H"], "xyz": [[-1.538, -0.627, 1.847], [-0.537, -0.211, 1.156], [0.701, 0.403, 0.407], [-2.245, -1.188, 1.363], [-1.903, -0.219, 2.795], [2.035, 0.207, -2.999], [1.891, 0.126, -1.663], [1.596, 1.509, -2.907]], "atomic_forces_ev_per_a": [[-0.120, 1.103, 1.311], [1.544, 1.141, -0.153], [-0.750, -0.455, 0.502], [-1.561, -1.686, -1.183], [0.754, -0.047, -0.213], [-0.360, 1.059, 0.404], [0.199, -0.304, -0.353], [0.294, -0.811, -0.316]], "mulliken_charge": [-0.434, 0.262, -0.295, 0.261, 0.266, -0.229, 0.016, 0.152], "e_homo_ev": -9.0, "de_lowest_kcal_mol": 35.1, "smiles": "C=C=S.S", "lumo_energy_ev": -0.38, "fmax_ev_per_a": 2.58, "charge": 0}

***

Repeat the second record exactly.
{"formula": "C2H4S2", "method": "the ωB97M-V functional and the def2-TZVPD basis", "elements": ["C", "C", "S", "H", "H", "S", "H", "H"], "xyz": [[-1.538, -0.627, 1.847], [-0.537, -0.211, 1.156], [0.701, 0.403, 0.407], [-2.245, -1.188, 1.363], [-1.903, -0.219, 2.795], [2.035, 0.207, -2.999], [1.891, 0.126, -1.663], [1.596, 1.509, -2.907]], "atomic_forces_ev_per_a": [[-0.120, 1.103, 1.311], [1.544, 1.141, -0.153], [-0.750, -0.455, 0.502], [-1.561, -1.686, -1.183], [0.754, -0.047, -0.213], [-0.360, 1.059, 0.404], [0.199, -0.304, -0.353], [0.294, -0.811, -0.316]], "mulliken_charge": [-0.434, 0.262, -0.295, 0.261, 0.266, -0.229, 0.016, 0.152], "e_homo_ev": -9.0, "de_lowest_kcal_mol": 35.1, "smiles": "C=C=S.S", "lumo_energy_ev": -0.38, "fmax_ev_per_a": 2.58, "charge": 0}